Entry from the OMol25 dataset: C3H7N in the gas phase at a distorted geometry (ωB97M-V/def2-TZVPD).

Energy relative to the best compared isomer or geometry (same formula, charge and spin) = 99.4 kJ/mol
Highest occupied orbital energy = -9.0 eV
Frontier orbital gap = 10.19 eV
SMILES = C=CCN

Cartesian coordinates (Å):
C  -1.143  -1.057  1.286
C  -0.653  -0.405  0.167
C  0.732  0.224  -0.034
N  0.879  1.172  -1.216
H  -2.043  -1.648  1.095
H  -0.571  -1.002  2.187
H  -1.377  -0.374  -0.646
H  1.001  0.691  0.949
H  1.481  -0.606  -0.123
H  0.043  1.262  -1.738
H  1.697  0.896  -1.725